Formula: C96H216F4N2O8P6S4
Source: the OMol25 dataset
Level of theory: ωB97M-V/def2-TZVPD

Values from the calculation:
* charge: +4
* E_LUMO: -5.23 eV
* largest force on an atom: 4.71 eV Å⁻¹
* spin multiplicity: 1
* highest occupied orbital energy: -15.38 eV
* energy: -8537.9488 Ha

Last column: Löwdin charge in e.
CARTESIAN COORDINATES (ANGSTROEM)
1 C 12.077 22.252 37.065  -0.100
2 C 10.739 22.965 37.119  -0.247
3 C 10.715 24.446 37.627  -0.245
4 C 11.215 24.510 39.025  -0.321
5 P 11.049 26.074 39.747  1.025
6 C 9.500 26.083 40.640  -0.304
7 C 8.280 25.641 39.923  -0.271
8 C 6.971 25.706 40.711  -0.234
9 C 6.588 27.155 41.019  -0.098
10 C 12.363 26.389 41.014  -0.269
11 C 13.763 25.983 40.694  -0.240
12 C 14.342 26.839 39.506  -0.241
13 C 15.614 26.159 39.032  -0.119
14 C 10.860 27.414 38.393  -0.238
15 C 10.848 28.858 38.841  -0.246
16 C 11.166 29.736 37.628  -0.248
17 C 11.558 31.140 38.109  -0.109
18 H 12.802 22.775 36.437  0.075
19 H 11.858 21.214 36.669  0.099
20 H 12.487 22.105 38.076  0.072
21 H 10.201 22.359 37.798  0.092
22 H 10.153 22.900 36.266  0.084
23 H 9.699 24.788 37.492  0.101
24 H 11.359 25.083 37.019  0.113
25 H 12.317 24.274 39.029  0.107
26 H 10.634 23.822 39.769  0.156
27 H 9.469 27.068 41.006  0.078
28 H 9.728 25.458 41.528  0.126
29 H 8.536 24.606 39.619  0.111
30 H 8.158 26.224 39.011  0.109
31 H 7.077 25.040 41.625  0.135
32 H 6.217 25.274 40.027  0.115
33 H 7.365 27.647 41.524  0.038
34 H 5.682 27.266 41.689  0.108
35 H 6.516 27.761 40.136  0.070
36 H 11.997 26.007 41.981  0.107
37 H 12.141 27.463 41.210  0.105
38 H 13.759 24.880 40.438  0.119
39 H 14.465 26.119 41.522  0.127
40 H 14.520 27.900 39.809  0.130
41 H 13.658 26.847 38.655  0.083
42 H 15.412 25.208 38.622  0.052
43 H 16.429 25.906 39.681  0.074
44 H 16.117 26.792 38.267  0.092
45 H 9.920 27.100 37.990  0.069
46 H 11.566 27.320 37.550  0.091
47 H 11.606 29.064 39.541  0.084
48 H 9.879 29.063 39.273  0.120
49 H 10.311 29.797 36.947  0.118
50 H 12.001 29.336 37.033  0.111
51 H 12.475 31.242 38.767  0.096
52 H 10.820 31.684 38.605  0.048
53 H 11.894 31.758 37.234  0.090
54 C -0.723 17.968 27.370  -0.070
55 C 0.132 17.951 28.676  -0.263
56 C 1.549 17.432 28.607  -0.262
57 C 1.589 15.921 28.861  -0.265
58 P 2.841 15.010 28.065  0.933
59 C 4.327 15.914 28.038  -0.292
60 C 4.835 16.415 29.396  -0.264
61 C 6.191 16.966 29.301  -0.291
62 C 7.183 16.023 28.634  -0.094
63 C 3.071 13.439 28.924  -0.249
64 C 1.783 12.557 29.196  -0.208
65 C 2.331 11.399 30.008  -0.283
66 C 2.875 11.767 31.403  -0.092
67 C 2.551 14.646 26.286  -0.261
68 C 1.197 13.945 25.945  -0.223
69 C 1.405 13.356 24.538  -0.271
70 C 1.389 14.445 23.504  -0.097
71 H -1.647 18.361 27.761  0.069
72 H -0.781 16.898 27.081  0.067
73 H -0.324 18.616 26.553  0.089
74 H -0.371 17.361 29.421  0.102
75 H 0.294 18.976 29.100  0.126
76 H 2.144 17.971 29.309  0.091
77 H 2.003 17.719 27.693  0.095
78 H 0.578 15.542 28.638  0.114
79 H 1.885 15.818 29.936  0.132
80 H 4.254 16.781 27.319  0.134
81 H 5.102 15.240 27.614  0.103
82 H 4.833 15.619 30.204  0.136
83 H 4.173 17.206 29.727  0.098
84 H 6.600 17.274 30.279  0.116
85 H 6.107 17.880 28.651  0.114
86 H 7.076 15.844 27.595  0.048
87 H 7.118 15.148 29.286  0.088
88 H 8.227 16.384 28.773  0.085
89 H 3.632 13.795 29.845  0.093
90 H 3.658 12.833 28.216  0.110
91 H 1.332 12.186 28.261  0.100
92 H 1.080 13.118 29.814  0.112
93 H 3.117 10.966 29.420  0.096
94 H 1.611 10.605 29.992  0.110
95 H 3.602 12.578 31.491  0.054
96 H 3.298 10.842 31.892  0.093
97 H 1.951 11.939 32.040  0.097
98 H 3.409 14.033 25.946  0.108
99 H 2.626 15.652 25.796  0.097
100 H 0.436 14.740 25.977  0.109
101 H 0.923 13.147 26.683  0.096
102 H 0.587 12.634 24.354  0.121
103 H 2.312 12.738 24.623  0.110
104 H 1.962 14.148 22.631  0.081
105 H 1.943 15.336 23.892  0.071
106 H 0.413 14.806 23.292  0.074
107 C 15.144 13.144 15.887  -0.111
108 C 15.295 12.832 17.403  -0.259
109 C 14.432 11.659 17.922  -0.228
110 C 12.890 11.845 17.746  -0.235
111 P 12.087 12.980 18.959  1.046
112 C 12.094 14.700 18.397  -0.268
113 C 11.114 15.640 19.090  -0.249
114 C 11.061 16.994 18.375  -0.239
115 C 10.030 17.975 18.975  -0.095
116 C 10.363 12.380 19.019  -0.282
117 C 9.507 12.859 17.884  -0.298
118 C 8.090 12.313 17.946  -0.216
119 C 7.263 13.051 16.783  -0.081
120 C 12.703 12.914 20.696  -0.244
121 C 14.170 13.308 20.884  -0.239
122 C 14.359 13.892 22.273  -0.267
123 C 14.280 12.805 23.360  -0.070
124 H 15.280 12.221 15.317  0.078
125 H 15.871 13.921 15.556  0.087
126 H 14.169 13.550 15.524  0.066
127 H 15.283 13.755 18.005  0.088
128 H 16.349 12.548 17.392  0.107
129 H 14.836 11.322 18.938  0.122
130 H 14.611 10.774 17.309  0.109
131 H 12.456 10.833 17.808  0.106
132 H 12.637 12.197 16.756  0.084
133 H 11.806 14.643 17.362  0.094
134 H 13.127 15.046 18.515  0.103
135 H 11.410 15.725 20.125  0.112
136 H 10.179 15.162 19.014  0.074
137 H 11.002 16.747 17.313  0.118
138 H 12.035 17.374 18.503  0.092
139 H 9.970 18.928 18.436  0.069
140 H 10.150 18.239 20.048  0.074
141 H 8.970 17.554 18.818  0.095
142 H 9.942 12.574 20.011  0.104
143 H 10.437 11.285 19.064  0.108
144 H 10.020 12.566 16.923  0.140
145 H 9.436 13.856 17.721  0.051
146 H 7.630 12.511 18.915  0.105
147 H 8.091 11.211 17.727  0.127
148 H 6.265 12.715 16.887  0.047
149 H 7.682 12.726 15.793  0.094
150 H 7.191 14.132 16.853  0.066
151 H 12.444 11.911 21.007  0.099
152 H 12.025 13.612 21.202  0.099
153 H 14.515 14.070 20.198  0.097
154 H 14.801 12.418 20.904  0.109
155 H 13.656 14.713 22.466  0.111
156 H 15.213 14.479 22.255  0.081
157 H 14.470 13.284 24.327  0.058
158 H 15.174 12.176 23.200  0.094
159 H 13.359 12.317 23.264  0.052
160 C 18.659 14.105 29.073  -0.127
161 C 19.812 15.025 29.547  -0.240
162 C 20.045 16.285 28.645  -0.216
163 C 18.663 16.967 28.327  -0.249
164 P 18.724 18.768 28.036  1.025
165 C 19.367 19.120 26.367  -0.277
166 C 20.220 18.002 25.887  -0.303
167 C 20.737 18.094 24.475  -0.274
168 C 21.398 16.777 24.122  -0.119
169 C 17.164 19.630 28.380  -0.264
170 C 17.243 21.154 28.403  -0.188
171 C 15.857 21.912 27.941  -0.202
172 C 15.303 21.716 26.512  -0.089
173 C 19.876 19.453 29.258  -0.237
174 C 19.483 19.180 30.755  -0.238
175 C 20.364 19.856 31.717  -0.276
176 C 19.921 19.691 33.150  -0.087
177 H 18.599 13.147 29.669  0.078
178 H 18.754 13.744 28.004  0.097
179 H 17.704 14.643 29.259  0.047
180 H 20.678 14.354 29.821  0.130
181 H 19.449 15.409 30.497  0.064
182 H 20.568 15.944 27.744  0.100
183 H 20.778 16.913 29.155  0.097
184 H 18.183 17.056 29.358  0.101
185 H 18.006 16.387 27.653  0.093
186 H 19.922 20.028 26.404  0.094
187 H 18.470 19.216 25.717  0.096
188 H 19.519 17.085 25.919  0.116
189 H 21.093 17.806 26.564  0.127
190 H 21.454 18.925 24.358  0.120
191 H 20.019 18.288 23.661  0.121
192 H 20.680 15.952 24.310  0.077
193 H 22.229 16.568 24.798  0.074
194 H 21.688 16.681 23.043  0.093
195 H 16.858 19.227 29.344  0.101
196 H 16.446 19.378 27.647  0.069
197 H 18.088 21.520 27.736  0.122
198 H 17.407 21.430 29.438  0.096
199 H 16.019 22.971 28.109  0.096
200 H 15.097 21.580 28.619  0.072
201 H 14.834 20.744 26.384  0.060
202 H 16.036 21.882 25.759  0.064
203 H 14.409 22.361 26.407  0.066
204 H 19.759 20.501 29.100  0.071
205 H 20.935 19.162 28.979  0.128
206 H 19.424 18.124 30.875  0.083
207 H 18.612 19.692 30.958  0.082
208 H 20.276 20.928 31.463  0.127
209 H 21.416 19.674 31.721  0.113
210 H 20.466 20.413 33.734  0.080
211 H 20.081 18.703 33.529  0.047
212 H 18.864 19.901 33.272  0.079
213 C 7.393 24.783 23.613  -0.117
214 C 7.862 24.674 25.045  -0.225
215 C 7.888 23.199 25.722  -0.171
216 C 9.010 23.187 26.809  -0.269
217 P 9.565 21.548 27.166  0.991
218 C 8.279 20.636 28.017  -0.257
219 C 7.727 21.353 29.283  -0.216
220 C 6.256 20.976 29.694  -0.237
221 C 5.264 21.395 28.592  -0.123
222 C 9.820 20.563 25.730  -0.264
223 C 9.758 19.023 25.945  -0.247
224 C 10.192 18.264 24.718  -0.225
225 C 9.733 16.776 24.941  -0.083
226 C 11.199 21.612 27.996  -0.232
227 C 11.103 22.400 29.293  -0.272
228 C 12.433 22.619 29.834  -0.292
229 C 12.991 23.939 29.349  -0.092
230 H 7.355 25.780 23.227  0.065
231 H 6.377 24.405 23.340  0.089
232 H 7.974 24.288 22.826  0.073
233 H 7.310 25.392 25.624  0.106
234 H 8.793 25.081 25.168  0.060
235 H 8.096 22.543 24.812  0.119
236 H 6.974 23.062 26.148  0.059
237 H 8.702 23.850 27.616  0.105
238 H 9.867 23.747 26.341  0.121
239 H 8.730 19.696 28.263  0.066
240 H 7.505 20.320 27.243  0.115
241 H 7.786 22.444 29.143  0.099
242 H 8.379 21.081 30.102  0.076
243 H 6.095 21.550 30.657  0.122
244 H 6.132 19.926 30.079  0.101
245 H 4.217 21.155 28.873  0.069
246 H 5.403 20.840 27.632  0.062
247 H 5.283 22.494 28.347  0.088
248 H 10.831 20.732 25.248  0.139
249 H 9.127 20.871 25.019  0.052
250 H 8.753 18.754 26.200  0.089
251 H 10.473 18.841 26.703  0.095
252 H 11.286 18.203 24.585  0.113
253 H 9.702 18.637 23.841  0.101
254 H 8.609 16.812 25.208  0.089
255 H 10.089 16.308 25.820  0.049
256 H 9.835 16.210 24.073  0.042
257 H 11.801 21.995 27.206  0.078
258 H 11.579 20.601 28.090  0.104
259 H 10.498 21.716 29.981  0.108
260 H 10.591 23.365 29.138  0.115
261 H 13.114 21.851 29.527  0.074
262 H 12.326 22.555 30.982  0.151
263 H 13.169 23.803 28.300  0.059
264 H 14.013 24.140 29.708  0.081
265 H 12.394 24.767 29.665  0.072
266 C 19.008 15.975 33.628  -0.114
267 C 17.512 15.738 33.792  -0.253
268 C 16.783 14.712 32.893  -0.204
269 C 15.239 14.544 33.140  -0.257
270 P 14.412 13.492 32.024  0.951
271 C 12.662 13.896 32.108  -0.268
272 C 11.633 12.857 32.407  -0.223
273 C 10.153 13.395 32.411  -0.241
274 C 9.958 14.487 33.406  -0.111
275 C 14.946 13.661 30.314  -0.241
276 C 14.031 12.934 29.278  -0.240
277 C 14.636 12.619 27.864  -0.196
278 C 13.517 11.740 27.139  -0.076
279 C 14.622 11.767 32.459  -0.262
280 C 15.916 11.007 32.207  -0.249
281 C 15.647 9.522 32.033  -0.251
282 C 16.914 8.805 31.563  -0.081
283 H 19.419 16.662 34.415  0.087
284 H 19.396 16.411 32.640  0.066
285 H 19.467 15.011 33.653  0.061
286 H 16.964 16.729 33.710  0.131
287 H 17.496 15.422 34.801  0.091
288 H 17.304 13.719 32.911  0.120
289 H 16.949 15.066 31.892  0.081
290 H 14.705 15.518 33.047  0.078
291 H 14.959 14.184 34.105  0.102
292 H 12.465 14.396 31.143  0.116
293 H 12.626 14.762 32.767  0.085
294 H 11.770 12.440 33.374  0.101
295 H 11.709 12.055 31.678  0.106
296 H 9.437 12.629 32.578  0.093
297 H 9.957 13.792 31.399  0.113
298 H 10.207 14.241 34.412  0.071
299 H 8.906 14.848 33.464  0.095
300 H 10.621 15.267 33.062  0.047
301 H 16.037 13.231 30.392  0.105
302 H 15.002 14.738 30.057  0.110
303 H 13.139 13.507 29.066  0.089
304 H 13.791 11.945 29.605  0.083
305 H 15.492 12.003 28.039  0.090
306 H 14.902 13.553 27.329  0.091
307 H 13.878 11.549 26.097  0.070
308 H 12.532 12.173 27.121  0.065
309 H 13.388 10.809 27.646  0.055
310 H 13.845 11.487 31.698  0.082
311 H 14.166 11.613 33.456  0.124
312 H 16.588 11.146 33.056  0.124
313 H 16.439 11.346 31.346  0.081
314 H 14.855 9.365 31.306  0.096
315 H 15.101 9.069 32.928  0.140
316 H 17.607 9.460 31.142  0.047
317 H 16.647 8.141 30.753  0.078
318 H 17.431 8.275 32.314  0.066
319 N 15.131 16.469 26.509  -0.308
320 S 15.837 16.820 25.186  0.492
321 O 17.043 17.570 25.485  -0.307
322 O 14.952 17.095 24.055  -0.291
323 F 16.345 15.360 24.922  -0.182
324 S 13.539 16.152 26.601  0.521
325 O 13.262 15.830 27.937  -0.275
326 O 12.880 15.479 25.490  -0.289
327 F 12.953 17.671 26.574  -0.218
328 N 11.482 17.881 31.865  -0.310
329 S 12.902 18.467 31.924  0.527
330 O 13.198 19.486 30.946  -0.294
331 O 13.847 17.387 32.201  -0.320
332 F 12.930 19.328 33.295  -0.199
333 S 10.162 18.589 31.438  0.540
334 O 9.129 17.626 31.410  -0.274
335 O 10.270 19.508 30.299  -0.317
336 F 9.862 19.581 32.706  -0.197